Below is a single CH5INP molecule at a distorted geometry, with properties calculated with wB97M-V/def2-TZVPD.

Each line ends with the Löwdin charge.
Positions of all 9 atoms, in Å:
C -1.060 -0.506 -0.537  -0.1966
N -0.264 0.180 0.533  -0.4964
P 0.890 1.131 -0.062  0.4374
I 3.124 -0.241 0.046  0.0363
H -2.111 -0.592 -0.307  0.0663
H -0.984 0.041 -1.484  0.0466
H -0.566 -1.464 -0.829  0.0814
H -0.231 -0.423 1.370  0.0968
H 1.201 1.874 1.271  -0.0717

Properties
Gap between HOMO and LUMO: 9.0 eV
SMILES: CNPI
Electronic energy: -734.8976 Eh
2S+1: 1
Lowest unoccupied orbital energy: 0.10 eV



Below is 2 unconnected molecules or ions with the total composition C5H10N at a distorted geometry, with properties calculated with wB97M-V/def2-TZVPD.

Each line ends with the Löwdin charge.
Positions of all 16 atoms, in Å:
C 1.094 -0.937 -1.770  0.0815
C 2.102 -1.733 -0.937  -0.0499
C 0.755 -1.237 -0.571  -0.2945
C -1.753 2.067 1.382  0.0189
C -1.317 1.598 0.188  -0.1132
N -0.012 -0.862 0.565  0.1625
H 0.927 -0.612 -2.829  0.1427
H 2.316 -2.807 -1.033  0.1047
H 2.915 -1.082 -0.675  0.0853
H -2.875 2.022 1.675  0.1081
H -1.205 2.662 2.090  0.0649
H -0.297 1.546 0.016  0.0300
H -1.980 1.454 -0.698  0.1091
H -0.853 -1.505 0.860  0.2227
H -0.469 0.168 0.298  0.0977
H 0.652 -0.742 1.440  0.2294

Properties
Gap between HOMO and LUMO: 10.5 eV
Electronic energy: -250.8253 Eh
2S+1: 1
Total charge: +1
Lowest unoccupied orbital energy: -3.65 eV